Entry 1:
The following is a quantum chemistry calculation of a structure of composition C31H36Br2Ge2N3O2Ru at a distorted geometry, from the Open Molecules 2025 dataset.

Calculated values
Energy above the lowest of the compared OMol25 structures with the same formula, charge and spin, kcal per mole: 7.2
2S+1: 6
Total charge: +2
HOMO energy (alpha / beta), eV: -13.18 / -13.54
E, Eh: -10913.765835
Frontier orbital gap (alpha / beta), eV: 7.31 / 4.80

Each line ends with the Löwdin spin population.
Positions of all 77 atoms, in Å:
Ru (0.3271, 0.2632, 0.7109)  2.511
Br (-2.8747, 3.7466, 3.0728)  0.067
C (-2.3006, 2.1201, 3.7390)  0.182
C (-2.7170, 1.6817, 4.9793)  -0.016
C (-2.2707, 0.4696, 5.4867)  0.231
Br (-2.8589, -0.0456, 7.1622)  0.102
C (-1.3719, -0.3832, 4.7440)  0.020
C (-0.8665, -1.6057, 5.2171)  0.032
C (-0.0132, -2.3312, 4.4257)  0.000
C (0.3126, -1.8467, 3.1586)  0.031
N (-0.1559, -0.6977, 2.6875)  0.035
C (-0.9728, 0.0335, 3.4761)  0.062
C (-1.4051, 1.3287, 2.9295)  0.115
O (-0.9903, 1.7160, 1.8202)  0.276
H (-3.3911, 2.2924, 5.5639)  -0.004
H (-1.1477, -1.9625, 6.1987)  0.002
H (0.4025, -3.2698, 4.7648)  -0.001
H (0.9670, -2.4069, 2.5038)  0.002
C (2.0357, 2.6543, -3.3225)  0.007
C (1.9194, 2.1904, -1.8661)  0.037
Ge (0.1559, 1.4009, -1.4601)  0.054
C (-1.1967, 2.8142, -1.1453)  0.030
C (-1.5912, 3.5718, -2.4173)  0.002
C (-0.4517, 0.3667, -2.9908)  0.290
C (-0.8458, -0.9278, -2.7640)  0.106
Ge (-0.6392, -1.4222, -0.8446)  0.077
C (-2.3591, -1.6751, 0.1035)  0.038
C (-3.2864, -2.7838, -0.4089)  0.011
C (0.6152, -2.9144, -0.5410)  0.032
C (0.5251, -4.1457, -1.4513)  0.008
C (-1.3280, -1.7942, -3.8165)  0.118
C (-1.3567, -1.3767, -5.1750)  0.091
C (-1.8187, -2.2142, -6.1592)  0.008
C (-2.2692, -3.4955, -5.8304)  0.168
C (-2.2466, -3.9383, -4.5070)  0.016
C (-1.7783, -3.1022, -3.5213)  0.081
H (3.0270, 3.0696, -3.5102)  0.002
H (1.3103, 3.4282, -3.5692)  0.000
H (1.8957, 1.8281, -4.0214)  0.001
H (2.0580, 3.0175, -1.1665)  0.000
H (2.6826, 1.4436, -1.6427)  0.000
H (-0.7650, 3.4795, -0.3949)  0.002
H (-2.0613, 2.3328, -0.6870)  0.001
H (-0.7349, 4.0367, -2.9047)  0.000
H (-2.2973, 4.3711, -2.1864)  0.001
H (-2.0741, 2.9147, -3.1426)  0.001
H (-0.5078, 0.8008, -3.9863)  0.011
H (-2.8746, -0.7121, 0.0870)  0.002
H (-2.0785, -1.8723, 1.1408)  0.002
H (-3.6604, -2.5670, -1.4087)  0.001
H (-4.1564, -2.8831, 0.2419)  0.002
H (-2.7905, -3.7569, -0.4298)  0.000
H (0.4509, -3.2083, 0.4991)  0.001
H (1.6192, -2.4867, -0.6011)  0.006
H (-0.4293, -4.6630, -1.3453)  0.000
H (1.3070, -4.8625, -1.1960)  0.002
H (0.6546, -3.8850, -2.5022)  0.001
H (-1.0086, -0.3915, -5.4491)  0.001
H (-1.8353, -1.8837, -7.1888)  -0.002
H (-2.6336, -4.1521, -6.6100)  0.007
H (-2.5934, -4.9335, -4.2618)  -0.001
H (-1.7553, -3.4469, -2.4983)  0.002
N (3.1510, 4.4373, 3.6310)  0.000
C (4.1636, 3.5773, 3.3577)  0.000
O (5.2808, 3.7078, 3.7990)  0.000
C (3.8531, 2.3774, 2.4874)  0.002
C (4.9326, 1.6078, 2.0711)  0.010
C (4.7173, 0.5048, 1.2631)  0.001
C (3.4220, 0.1945, 0.9034)  0.024
N (2.3680, 0.9158, 1.3183)  0.070
C (2.5888, 1.9900, 2.0918)  0.018
H (3.3831, 5.2537, 4.1740)  0.000
H (2.2689, 4.4259, 3.1557)  0.000
H (5.9240, 1.9034, 2.3906)  0.001
H (5.5387, -0.1051, 0.9142)  0.000
H (3.2034, -0.6540, 0.2671)  0.007
H (1.6992, 2.5345, 2.3864)  0.002

Forces on atoms 1 to 6 (eV/Å):
Ru 0.4546 -0.0804 0.1923
Br -0.0169 0.1006 -0.0736
C 0.0921 -0.1446 -0.0582
C 0.0808 -0.1157 -0.0166
C 0.0465 -0.0048 -0.0856
Br -0.0484 -0.0539 0.1585

=====

Entry 2:
The following is a quantum chemistry calculation of a structure of composition C31H36Br2Ge2N3O2Ru at a distorted geometry, from the Open Molecules 2025 dataset.

Calculated values
Energy above the lowest of the compared OMol25 structures with the same formula, charge and spin, kcal per mole: 26.4
2S+1: 6
Total charge: +2
HOMO energy (alpha / beta), eV: -12.38 / -14.09
E, Eh: -10913.735258
Frontier orbital gap (alpha / beta), eV: 6.26 / 4.67

Each line ends with the Löwdin spin population.
Positions of all 77 atoms, in Å:
Ru (-0.6659, -0.9830, -0.0210)  2.213
Br (-2.6708, 4.5702, -1.2894)  0.000
C (-3.2632, 1.7653, 0.5111)  0.260
C (-4.6066, 1.7936, 0.3211)  0.002
C (-5.3957, 0.6592, 0.6205)  0.331
Br (-7.2700, 0.7729, 0.5866)  0.095
C (-4.7536, -0.6139, 0.7216)  0.022
C (-5.3640, -1.8667, 0.5457)  0.058
C (-4.5767, -2.9948, 0.4209)  -0.004
C (-3.1919, -2.8687, 0.4014)  0.079
N (-2.5971, -1.6902, 0.5930)  0.041
C (-3.3469, -0.6206, 0.8412)  0.075
C (-2.6267, 0.6338, 1.2496)  0.060
O (-1.2940, 0.5882, 0.8932)  0.156
H (-5.0878, 2.6689, -0.0970)  -0.002
H (-6.4399, -1.9318, 0.4910)  0.004
H (-5.0212, -3.9678, 0.2832)  -0.001
H (-2.5433, -3.7217, 0.2546)  0.005
C (-2.4884, 1.5560, -3.2788)  0.006
C (-1.5219, 1.3075, -2.1360)  0.052
Ge (-1.7783, 2.5724, -0.5587)  0.043
C (-2.7250, 0.8225, 2.7923)  0.033
C (-2.0628, 2.1193, 3.2320)  0.009
C (-0.0690, 3.1410, 0.2924)  0.306
C (1.1087, 2.5052, 0.2555)  0.125
Ge (1.2461, 0.5139, -0.2069)  0.170
C (1.6778, -0.2486, 1.6856)  0.064
C (3.0828, -0.7616, 1.9123)  0.014
C (2.1544, -0.1960, -1.9489)  0.062
C (3.3726, 0.5283, -2.4757)  0.017
C (2.3664, 3.1190, 0.6682)  0.121
C (3.5532, 2.4014, 0.4736)  0.082
C (4.7813, 2.9269, 0.8048)  0.023
C (4.8550, 4.2025, 1.3517)  0.165
C (3.6915, 4.9342, 1.5499)  0.007
C (2.4601, 4.4132, 1.2088)  0.095
H (-2.4195, 0.7606, -4.0194)  0.000
H (-2.2387, 2.4933, -3.7732)  0.002
H (-3.5208, 1.6154, -2.9303)  0.000
H (-0.4900, 1.4222, -2.4804)  0.003
H (-1.6326, 0.2659, -1.7330)  0.021
H (-2.2122, -0.0344, 3.2358)  0.001
H (-3.7726, 0.8003, 3.0861)  0.002
H (-1.0261, 2.1568, 2.8936)  0.002
H (-2.0722, 2.1772, 4.3183)  0.001
H (-2.5951, 2.9809, 2.8325)  0.003
H (-0.1440, 4.1152, 0.7623)  0.012
H (0.9338, -1.0434, 1.9014)  0.013
H (1.4623, 0.5756, 2.3670)  0.003
H (3.3244, -1.5882, 1.2464)  0.001
H (3.1809, -1.1109, 2.9383)  0.003
H (3.8118, 0.0318, 1.7682)  0.001
H (1.3655, -0.2095, -2.7067)  0.002
H (2.3943, -1.2369, -1.7223)  0.001
H (3.1901, 1.5914, -2.6037)  0.001
H (3.6335, 0.1152, -3.4482)  0.004
H (4.2276, 0.3968, -1.8208)  0.000
H (3.4820, 1.4147, 0.0263)  0.007
H (5.6780, 2.3544, 0.6316)  -0.001
H (5.8112, 4.6250, 1.6126)  0.007
H (3.7515, 5.9261, 1.9710)  -0.002
H (1.5806, 5.0150, 1.3780)  0.002
N (3.7364, -4.6113, 0.0553)  0.000
C (2.6751, -5.2834, -0.4330)  -0.001
O (2.5282, -6.4752, -0.3537)  -0.001
C (1.5863, -4.4467, -1.0805)  -0.001
C (1.0002, -4.9208, -2.2547)  0.021
C (-0.0720, -4.2278, -2.7924)  -0.001
C (-0.5358, -3.0965, -2.1417)  0.027
N (0.0120, -2.6444, -1.0052)  0.041
C (1.0569, -3.3097, -0.4875)  0.033
H (4.4888, -5.1643, 0.4419)  0.000
H (3.9247, -3.6433, -0.1428)  0.000
H (1.3779, -5.8259, -2.7072)  0.001
H (-0.5525, -4.5651, -3.6948)  0.000
H (-1.3782, -2.5265, -2.5314)  0.004
H (1.4591, -2.9193, 0.4468)  0.005

Forces on atoms 1 to 6 (eV/Å):
Ru 0.0242 -0.2856 -0.0638
Br 0.1908 0.0849 -0.1142
C 1.0659 0.2359 -0.4095
C -0.1963 0.4035 0.0018
C -0.4032 0.3840 0.1000
Br 0.4436 -0.0004 -0.0150

=====

Look up the E of the second one. -10913.735258 Eh